No. 1
A structure of composition C22H53ClInOP2 in a non-equilibrium geometry, computed with ωB97M-V/def2-TZVPD.

Its calculated total energy is -2278.28847 a.u. The value obtained for the HOMO-LUMO gap is 5.892 eV. The value obtained for the relative energy (zero: lowest compared OMol25 entry of this formula, charge and spin) is 72.6 kJ/mol. The molar mass comes out at 545.88 g mol⁻¹.

Geometry as ORCA input:
```
! wB97M-V def2-TZVPD RIJCOSX def2/J DEFGRID3
* xyz -1 1
H -2.295 -2.330 0.713
H -2.184 -1.152 -3.975
H -0.196 2.372 -1.021
H -2.023 -4.114 0.756
H 5.196 1.620 3.332
C 4.697 2.214 2.557
C -4.583 0.582 1.173
H 2.062 -0.086 2.722
H 4.231 1.857 -0.378
C -0.628 -2.667 -3.568
H 0.237 2.744 2.898
C -3.124 2.571 1.530
C -0.582 -5.979 -1.505
H -5.093 1.015 0.299
H -4.540 -2.427 -1.439
H 1.589 -5.105 0.146
H -0.077 0.078 1.740
C 0.809 -4.358 -0.059
H 3.597 0.049 3.672
H -5.136 0.897 2.061
C 0.774 4.618 0.667
C 0.159 -4.640 -1.425
H 0.114 -6.773 -1.206
P -0.890 -3.236 -1.877
H -1.205 -3.260 -5.552
H 3.940 0.642 1.299
H 2.255 1.574 -1.899
In -0.156 1.062 0.213
H 0.976 -4.621 -2.176
C 3.486 2.670 -0.474
C -1.202 -3.689 -4.549
C -2.625 -3.310 0.330
H -0.890 -0.599 -2.867
H 0.080 -4.393 0.757
C 3.515 1.385 2.011
H 5.459 2.412 1.792
C -1.112 -1.213 -3.753
H 4.978 4.046 0.450
H -3.232 0.584 3.463
H 0.384 4.487 3.226
H -3.661 -3.506 0.650
H -3.496 -2.015 -2.776
C -3.139 1.050 1.327
C -2.603 -3.280 -1.207
C 2.810 0.611 3.134
H -0.582 -0.775 -4.608
H 3.571 4.859 -0.324
H -0.089 4.025 0.330
C 0.959 3.582 2.966
C 2.810 2.527 -1.844
C 4.253 4.004 -0.379
C -3.512 -2.134 -1.692
O -2.371 0.714 0.216
H 3.619 2.521 -2.592
H -0.900 -6.192 -2.538
H -3.254 -1.192 -1.177
H 0.482 -2.652 -3.647
C -2.574 0.411 2.598
H 2.601 4.377 1.815
H 1.276 -3.366 -0.054
H -4.680 -0.508 1.104
H -2.425 -0.667 2.455
P 2.300 2.239 0.880
H -2.235 -3.948 -4.296
H -1.433 -6.000 -0.813
C 1.678 3.810 1.626
H 0.360 5.492 1.206
H 1.296 4.970 -0.237
H 1.651 3.372 3.793
H -1.592 0.843 2.840
H -0.582 -4.592 -4.590
H 4.382 3.159 3.020
H 4.824 4.106 -1.312
Cl 1.329 -0.666 -0.924
H -2.975 -4.242 -1.595
H -2.092 2.930 1.675
H 2.342 1.312 3.848
H 2.132 3.372 -2.032
H -3.531 3.088 0.649
H -3.715 2.836 2.416
*
```

No. 2
A cluster of 3 separate species, C22H53F5N7O4P2S in total in a non-equilibrium geometry, computed with ωB97M-V/def2-TZVPD.

Its calculated total energy is -3133.95858 a.u. The value obtained for the HOMO-LUMO gap is 2.668 eV. The value obtained for the relative energy (zero: lowest compared OMol25 entry of this formula, charge and spin) is 1335.6 kJ/mol. The molar mass comes out at 668.72 g mol⁻¹.

Geometry as ORCA input:
```
! wB97M-V def2-TZVPD RIJCOSX def2/J DEFGRID3
* xyz -1 1
H -5.860 1.029 -2.935
H 8.723 -6.282 3.135
H 10.555 -2.564 4.008
C -1.577 1.788 -1.875
H 1.023 1.009 2.558
C -5.241 4.081 -4.126
C -8.961 2.961 -5.692
H 4.963 -1.171 5.411
N -7.937 2.422 -4.769
H -6.925 -0.387 -4.083
H 1.222 3.156 0.641
P -6.428 2.338 -5.709
S 9.252 -3.734 2.121
C 4.711 -1.458 3.144
H -2.596 2.164 -2.057
H -4.929 2.325 -2.278
H 11.598 -3.930 3.222
H 5.041 -6.613 2.215
H 6.553 -0.893 4.383
C -4.159 3.519 1.146
N -5.577 2.661 -4.260
N -0.951 2.522 -0.752
H 1.254 3.224 2.397
C 3.895 -0.018 3.024
C 0.580 3.265 1.524
C 7.562 -4.219 2.871
C 6.025 -3.159 4.883
H 0.171 4.269 1.552
H -8.596 3.890 -6.164
C 7.570 -3.505 4.347
H 8.098 -2.437 4.261
F 3.682 -2.526 3.015
H -1.666 0.716 -1.626
H -1.409 5.254 0.556
N -0.437 2.237 1.602
H 10.220 -4.371 4.446
C 6.578 -6.547 3.999
H 8.124 -4.217 5.106
F 5.673 -1.607 2.009
H -8.052 0.978 -3.187
F 3.298 0.436 4.313
H 5.043 -8.144 3.322
C -6.094 0.105 -7.244
H 5.279 -3.945 4.428
F 2.733 -0.286 2.110
P -1.882 2.081 0.700
C 0.221 0.946 1.813
O -2.693 1.697 1.962
H 4.211 -5.843 4.948
H -9.896 3.203 -5.200
H 0.652 0.571 0.875
H -4.523 4.260 -3.316
C -6.339 -0.422 -4.991
H -0.037 4.459 -0.637
N 3.924 -6.498 4.188
H -9.517 1.802 -3.525
H -6.538 -0.851 -7.526
O 9.729 -4.829 1.093
H -6.573 -1.416 -5.393
H -4.146 3.575 2.245
H -9.162 2.244 -6.503
H -8.982 0.557 -4.650
H -3.019 5.669 0.922
H -5.280 -0.409 -4.727
C 7.630 -5.854 2.950
H -6.279 0.795 -8.077
H -0.484 0.207 2.187
H -4.776 4.340 0.776
N -6.682 0.612 -5.967
H -5.008 -0.043 -7.145
F 4.804 1.035 2.445
H 7.079 -7.578 4.336
H 7.332 -6.250 1.864
C -5.787 2.111 -2.937
H 6.020 -3.206 6.070
C -2.273 4.880 1.087
C 10.507 -3.651 3.544
H -6.666 2.538 -2.438
H -4.775 4.457 -5.035
C -8.631 1.380 -4.017
N -2.774 3.598 0.591
O -5.115 2.265 -6.527
H -0.005 3.733 -2.190
H -4.662 2.590 0.848
C 5.606 -1.582 4.524
C 5.122 -6.954 3.349
C -0.639 3.839 -1.299
H -1.531 4.395 -1.611
H -1.011 1.853 -2.797
H -6.141 4.677 -3.926
H 6.388 -5.949 4.986
O 9.249 -2.331 1.469
H 3.362 -5.892 3.519
H -2.046 4.853 2.154
*
```

No. 3
A structure of composition C22H54BBa2NO26P5 in a non-equilibrium geometry, computed with ωB97M-V/def2-TZVPD.

Its calculated total energy is -4663.90808 a.u. The value obtained for the HOMO-LUMO gap is 2.107 eV. The molar mass comes out at 1188.99 g mol⁻¹.

Geometry as ORCA input:
```
! wB97M-V def2-TZVPD RIJCOSX def2/J DEFGRID3
* xyz 1 1
H -10.219 23.319 11.013
H -4.906 13.259 14.654
H -16.022 21.684 16.504
O -9.945 21.248 15.093
O -15.668 23.611 16.362
H -5.519 13.887 13.027
H -12.205 10.504 13.664
C -19.537 17.752 15.777
O -10.780 20.134 12.797
P -7.319 19.768 23.049
C -10.303 16.820 17.779
H -11.595 9.062 12.921
H -8.692 15.400 17.378
N -5.783 12.118 19.262
O -18.203 14.810 15.877
O -7.149 19.914 24.612
H -21.499 15.175 14.797
C -15.943 22.455 17.271
H -5.000 19.960 24.821
O -19.115 17.074 16.879
P -5.472 10.479 13.342
H -2.966 10.189 12.503
H -6.994 12.478 21.028
H -20.377 18.406 16.015
Ba -9.999 9.642 16.372
C -5.392 19.565 21.198
C -13.273 26.348 14.816
P -19.176 15.414 16.863
O -20.689 14.948 16.681
C -16.304 26.415 17.068
C -4.138 8.884 15.060
H -13.314 9.348 12.948
H -12.753 20.274 12.757
O -5.777 20.039 22.512
H -6.545 13.924 19.931
H -16.211 27.436 17.438
C -6.256 12.988 20.409
O -10.117 13.648 16.324
H -12.447 8.977 14.486
O -15.111 25.954 17.452
C -9.661 22.478 11.425
O -8.318 20.580 22.430
H -9.321 18.374 24.040
O -7.506 18.104 23.067
C -5.594 13.140 13.818
H -3.159 10.506 10.891
H -5.652 20.393 20.539
H -13.082 27.061 15.618
H -4.347 8.928 16.129
H -13.616 26.877 13.927
B -12.404 9.453 13.519
H -7.005 18.996 13.614
H -16.850 22.604 17.857
H -9.259 17.144 22.773
P -9.774 21.075 13.616
C -10.566 14.744 16.645
H -16.963 14.351 18.791
O -4.982 9.782 11.968
H -18.739 18.401 15.417
O -4.198 10.183 14.356
O -8.297 20.496 13.117
P -14.442 24.696 16.604
C -9.739 15.645 17.279
H -5.929 18.646 20.966
O -9.435 17.644 18.316
C -17.596 15.210 19.016
H -5.943 20.293 26.254
H -5.922 18.599 25.655
O -12.774 14.599 15.457
Ba -15.445 12.115 13.478
H -12.328 25.905 14.500
H -17.189 16.196 18.792
C -12.136 15.151 16.357
C -5.888 19.652 25.374
H -17.762 15.199 20.094
H -4.884 8.211 14.637
H -21.877 13.671 15.601
H -12.015 18.613 13.089
O -14.320 25.492 15.174
H -4.373 19.196 21.314
O -5.332 12.082 12.974
O -4.565 11.902 19.174
C -12.038 19.677 13.323
H -3.189 8.797 11.516
C -8.708 17.585 23.604
O -12.257 18.106 18.300
H -8.625 16.810 24.366
H -12.247 19.791 14.387
O -6.551 11.801 18.424
H -5.505 13.338 21.118
H -15.028 22.307 17.845
O -13.185 24.122 17.217
O -9.986 22.444 12.765
H -6.590 20.559 14.320
H -7.905 19.517 14.937
H -19.695 17.151 14.882
H -20.253 13.992 14.860
H -17.200 25.902 17.419
H -3.145 8.469 14.890
H -9.694 21.547 10.860
O -18.807 15.020 18.335
C -11.795 17.071 17.720
C -7.420 19.909 14.043
C -12.669 16.236 17.055
C -3.537 9.821 11.651
H -13.737 16.306 17.204
C -21.082 14.399 15.439
H -16.549 26.465 16.007
H -8.641 22.859 11.446
H -6.633 13.112 14.146
O -6.785 10.079 13.859
*
```

No. 4
A cluster of 4 separate species, C22H54BO11S3 in total, computed with ωB97M-V/def2-TZVPD.

Its calculated total energy is -2917.64650 a.u. The value obtained for the HOMO-LUMO gap is 6.607 eV. The molar mass comes out at 601.68 g mol⁻¹.

Geometry as ORCA input:
```
! wB97M-V def2-TZVPD RIJCOSX def2/J DEFGRID3
* xyz -1 1
C 5.247 -1.974 -3.875
H -6.195 3.575 5.202
H 2.298 -3.300 -0.118
C 1.945 -3.864 -0.986
H -0.224 -1.488 -1.090
O 2.146 -5.230 -0.638
H -3.290 -0.918 0.419
H 2.564 -3.575 -1.840
C 5.336 -0.277 -2.214
H 3.191 -2.626 -3.811
C 0.489 -3.507 -1.256
C -0.787 8.062 3.622
H 4.550 -0.925 -1.816
C -4.283 3.730 4.175
H 1.547 -4.667 -6.722
C -0.479 -1.999 -3.157
C 3.159 -3.358 -6.265
H -5.454 -0.851 4.072
H 3.669 -5.129 -2.954
H -0.573 8.981 3.079
O -1.686 5.343 3.033
H 0.577 8.423 5.249
H -0.755 -0.194 3.623
O -6.247 1.444 6.613
H -7.058 -0.553 4.824
H 3.398 -0.895 -3.912
C 3.488 -6.102 -2.500
H 4.437 -1.608 -6.333
C -5.705 3.238 4.288
C 0.306 -2.088 -1.832
C 3.780 -1.845 -4.294
H -4.271 4.818 4.107
H -0.240 -1.654 -5.259
H -3.688 3.436 5.039
H -0.245 -4.224 -5.038
H 1.282 -1.611 -1.984
B 0.817 -3.588 -4.893
C 1.654 -3.653 -6.312
H -0.040 -3.574 -0.298
H 3.439 -6.823 -3.320
H -2.781 0.250 -0.832
H -6.304 3.561 3.439
H -1.830 7.796 3.447
H -2.187 0.200 4.590
H -1.064 9.047 5.496
H 2.740 -1.243 -6.091
S -1.736 0.656 1.189
O -0.668 -0.288 1.094
H 0.187 5.216 0.974
H -0.736 7.314 5.653
H -1.037 -1.050 -3.140
H 6.151 -0.234 -1.484
O 0.294 5.139 4.488
C -1.015 1.924 4.021
H -3.951 0.756 0.426
O 0.054 7.078 2.975
H 1.663 5.159 2.000
C -1.552 0.535 3.773
H -0.358 2.226 3.210
H 0.520 3.781 1.972
C 0.363 -2.069 -4.438
H 2.037 -7.122 -1.295
O -1.476 2.043 0.931
S -0.284 5.545 3.243
C 0.622 4.861 1.903
C -5.985 -0.598 4.986
C -0.482 8.215 5.096
H -5.742 -1.305 5.776
H 1.186 -2.983 -7.051
H 4.328 -6.364 -1.853
S -5.425 0.974 5.537
H 5.365 -2.718 -3.076
O -5.781 1.786 4.226
H 0.038 -4.245 -1.920
H -3.806 3.331 3.280
H 1.458 -4.147 -3.995
H 3.617 -4.074 -5.570
H 1.350 -5.944 -2.422
O -4.007 0.927 5.722
H -1.831 2.643 4.084
C 3.533 -1.940 -5.809
H 3.626 -3.550 -7.241
H 4.919 0.727 -2.328
H 1.210 -1.382 -4.306
C -3.092 0.128 0.204
O -2.428 0.504 2.612
H -0.447 1.960 4.951
H 5.861 -2.300 -4.717
O 5.833 -0.744 -3.450
H -1.229 -2.800 -3.179
C 2.179 -6.131 -1.734
*
```

Which formula does entry 4 have?
C22H54BO11S3

Which value of calculated total energy does entry 2 give?
-3133.95858 a.u.